No. 1
# C40H92O24P4S4

C40H92O24P4S4 as an isolated structure (ωB97M-V/def2-TZVPD, OMol25).

Computed properties:
Molecular weight, g/mol: 1209.3
DFT total energy, eV: -172550.830
Gap between HOMO and LUMO, eV: 5.57
LUMO level, Ha: -0.01444

The geometry in ORCA input format:
```
! wB97M-V def2-TZVPD RIJCOSX def2/J DEFGRID3
* xyz 0 1
C -2.717 -3.604 1.854
C -1.651 -4.522 1.188
C -0.195 -3.979 1.491
S -0.227 -2.920 3.080
O 0.412 -1.683 2.612
O 0.235 -3.589 4.236
C -2.036 -2.743 3.138
H -3.644 -4.150 2.032
H -3.076 -2.761 1.265
H -1.909 -4.610 0.132
H -1.631 -5.543 1.569
H 0.237 -3.340 0.720
H 0.471 -4.810 1.725
H -2.288 -1.692 3.277
H -2.318 -3.298 4.033
C 2.691 3.029 -2.765
C 1.648 2.228 -3.574
C 1.876 0.777 -3.594
S 3.394 0.371 -2.729
O 4.463 0.241 -3.751
O 3.197 -0.812 -1.826
C 3.346 1.995 -1.805
H 2.097 3.794 -2.266
H 3.318 3.580 -3.466
H 1.507 2.672 -4.560
H 0.670 2.485 -3.166
H 1.989 0.227 -4.528
H 1.041 0.299 -3.080
H 4.323 2.286 -1.418
H 2.571 1.804 -1.063
C -4.030 -4.844 -2.102
C -4.401 -3.478 -2.794
C -3.187 -2.498 -2.712
S -2.341 -2.709 -1.173
O -2.788 -1.646 -0.252
O -0.934 -2.973 -1.420
C -3.376 -4.377 -0.780
H -3.314 -5.318 -2.774
H -4.834 -5.578 -2.046
H -5.251 -3.018 -2.289
H -4.537 -3.565 -3.872
H -3.376 -1.437 -2.551
H -2.508 -2.707 -3.539
H -4.248 -4.000 -0.245
H -2.839 -5.048 -0.110
C -0.448 -1.485 -0.419
C 0.031 -0.519 -1.553
C 0.191 0.984 -1.097
S 0.343 0.903 0.821
O -0.835 1.564 1.312
O 1.703 1.276 1.287
C 0.187 -1.026 0.810
H -0.357 -2.534 -0.699
H -1.483 -1.201 -0.224
H -0.677 -0.562 -2.381
H 0.991 -0.795 -1.990
H -0.749 1.482 -1.332
H 0.918 1.622 -1.601
H -0.463 -0.991 1.684
H 1.137 -1.558 0.867
C -2.721 7.455 -1.682
C -2.997 6.948 -3.141
O -2.901 5.628 -3.193
P -1.580 4.666 -3.082
O -0.291 5.233 -3.651
O -1.407 4.335 -1.538
C -0.512 5.066 -0.689
C -0.130 4.022 0.477
O -2.271 3.378 -3.816
C -3.235 2.655 -3.044
C -2.584 1.515 -2.297
H -3.014 8.472 -1.422
H -3.167 6.797 -0.936
H -1.640 7.402 -1.551
H -3.962 7.318 -3.488
H -2.374 7.573 -3.782
H 0.363 5.544 -1.130
H -1.261 5.763 -0.314
H 0.328 4.587 1.288
H -1.004 3.719 1.054
H 0.537 3.227 0.142
H -3.945 3.238 -2.456
H -3.871 2.171 -3.785
H -2.193 0.691 -2.894
H -1.729 1.741 -1.661
H -3.331 1.057 -1.649
C 0.434 2.860 1.505
C -0.164 2.085 2.639
O 0.170 2.969 3.702
P 0.104 2.335 5.209
O 0.839 0.994 5.417
O 0.806 3.532 6.028
C 0.993 3.363 7.417
C 0.707 4.828 7.964
O -1.497 2.337 5.669
C -2.338 3.447 5.658
C -2.940 3.949 6.902
H 1.494 2.931 1.751
H 0.511 2.382 0.529
H 0.249 3.926 1.379
H -1.250 1.995 2.658
H -0.054 1.005 2.728
H 0.315 2.661 7.901
H 1.950 2.871 7.590
H 0.925 4.946 9.026
H 1.454 5.365 7.380
H -0.327 5.110 7.768
H -1.741 4.247 5.221
H -3.095 3.313 4.885
H -3.372 4.943 6.791
H -3.756 3.265 7.138
H -2.211 3.815 7.702
C 0.813 -2.442 -2.738
C 1.007 -2.307 -4.151
O 0.908 -3.679 -4.711
P -0.125 -4.040 -5.883
O -0.674 -2.940 -6.683
O -1.353 -4.804 -5.068
C -1.786 -6.154 -5.320
C -2.367 -6.456 -6.665
O 0.623 -5.327 -6.674
C 1.590 -6.187 -6.250
C 2.228 -7.021 -7.358
H -0.204 -2.668 -2.418
H 1.493 -3.141 -2.251
H 1.088 -1.512 -2.241
H 0.279 -1.702 -4.690
H 1.884 -1.811 -4.568
H -0.930 -6.797 -5.114
H -2.493 -6.529 -4.580
H -3.262 -5.851 -6.815
H -1.739 -6.158 -7.504
H -2.656 -7.491 -6.846
H 2.367 -5.510 -5.893
H 1.277 -6.766 -5.381
H 2.905 -7.805 -7.017
H 1.545 -7.483 -8.071
H 2.791 -6.377 -8.034
C 3.282 -1.473 6.637
C 3.360 -1.136 5.142
O 4.169 -0.109 5.082
P 4.310 0.582 3.676
O 5.436 1.553 3.567
O 4.346 -0.626 2.648
C 4.866 -0.326 1.312
C 3.811 -0.919 0.297
O 2.877 1.319 3.321
C 2.136 2.038 4.254
C 2.844 3.358 4.741
H 4.125 -1.155 7.252
H 2.470 -0.893 7.075
H 3.185 -2.549 6.782
H 3.926 -1.861 4.558
H 2.372 -1.276 4.702
H 4.866 0.755 1.170
H 5.842 -0.796 1.198
H 3.842 -0.602 -0.746
H 4.157 -1.950 0.232
H 2.794 -0.766 0.657
H 1.170 2.336 3.847
H 1.889 1.305 5.022
H 3.022 3.902 3.814
H 2.297 3.844 5.548
H 3.761 3.038 5.236
*
```

These are the Löwdin partial charges, in e, on atoms 1 to 4: -0.142, -0.214, -0.108, 0.746

=====

No. 2
# C9H15BiCl2O6PY

C9H15BiCl2O6PY as an isolated structure (ωB97M-V/def2-TZVPD, OMol25).

Computed properties:
Molecular weight, g/mol: 619.0
DFT total energy, eV: -63028.268
Gap between HOMO and LUMO (spin up / spin down), eV: 3.15 / 4.17
LUMO level (spin up / spin down), Ha: -0.73169 / -0.69313
Relative energy (zero: lowest compared OMol25 entry of this formula, charge and spin), kcal per mole: 9.8

The geometry in ORCA input format:
```
! wB97M-V def2-TZVPD RIJCOSX def2/J DEFGRID3
* xyz 4 1
Y -0.013 0.083 -3.884
Bi 2.406 0.155 -1.806
Cl -1.637 -1.790 -3.599
Cl -0.777 2.463 -3.590
C 2.227 2.204 -1.084
C 1.216 -1.312 -5.565
C 1.141 1.044 -5.864
O 2.186 3.118 -0.363
O 1.654 -1.870 -6.475
O 1.598 1.383 -6.868
C 0.409 -3.698 1.614
C -0.284 -2.511 0.990
O 0.785 -1.583 0.689
P 0.848 -0.032 0.301
O 1.303 0.655 1.690
C 0.945 0.223 3.101
C -0.446 0.667 3.428
O -0.701 0.448 0.115
C -1.047 1.916 0.087
C -2.472 2.029 0.576
H 1.151 -4.132 0.935
H -0.309 -4.469 1.907
H 0.966 -3.403 2.510
H -0.815 -2.782 0.066
H -0.983 -2.042 1.705
H 1.117 -0.859 3.199
H 1.669 0.754 3.700
H -1.207 0.124 2.853
H -0.643 0.509 4.495
H -0.550 1.746 3.236
H -0.341 2.468 0.730
H -0.912 2.269 -0.951
H -2.592 1.474 1.509
H -2.693 3.079 0.768
H -3.198 1.673 -0.154
*
```

These are the Löwdin partial charges, in e, on atoms 1 to 4: 0.582, 1.471, -0.008, 0.140

=====

No. 3
# C11H14OSi

A single C11H14OSi molecule (ωB97M-V/def2-TZVPD, OMol25).

Computed properties:
Molecular weight, g/mol: 190.3
DFT total energy, eV: -21553.179
Gap between HOMO and LUMO, eV: 6.85
LUMO level, Ha: 0.00642
Relative energy (zero: lowest compared OMol25 entry of this formula, charge and spin), kcal per mole: 130.9

The geometry in ORCA input format:
```
! wB97M-V def2-TZVPD RIJCOSX def2/J DEFGRID3
* xyz 0 1
C 2.001 1.177 2.914
C 1.549 -0.013 2.430
C 1.127 2.244 3.135
C 0.272 -0.069 2.000
C -0.231 2.155 2.790
C -0.659 1.002 2.081
C -1.822 0.793 -0.705
C -1.717 -0.499 -1.486
C -1.994 0.574 1.717
C 1.540 -0.827 -2.197
C -0.644 -2.705 -3.530
O -2.462 0.528 0.610
Si -0.260 -1.231 -2.190
H 2.973 1.361 3.444
H 2.203 -0.893 2.319
H 1.384 3.277 3.477
H -0.210 -1.079 1.657
H -0.874 2.908 3.012
H -2.397 1.595 -1.227
H -0.874 1.315 -0.402
H -2.635 -0.726 -2.083
H 1.792 -0.537 -1.137
H 2.080 -1.664 -2.466
H 1.971 -0.026 -2.797
H -1.087 -3.537 -3.095
H -1.291 -2.272 -4.210
H 0.267 -2.853 -4.061
*
```

These are the Löwdin partial charges, in e, on atoms 1 to 4: -0.129, -0.134, -0.092, -0.093

=====

No. 4
# C7H10N2O

A single C7H10N2O molecule (ωB97M-V/def2-TZVPD, OMol25).

Computed properties:
SMILES: [H]/N=C(/N)C(=C)/C=C\C(C)=O
Molecular weight, g/mol: 138.2
DFT total energy, eV: -12445.089
Gap between HOMO and LUMO, eV: 7.73
LUMO level, Ha: -0.01611
Relative energy (zero: lowest compared OMol25 entry of this formula, charge and spin), kcal per mole: 100.5

The geometry in ORCA input format:
```
! wB97M-V def2-TZVPD RIJCOSX def2/J DEFGRID3
* xyz 0 1
C -2.103 0.944 -1.206
C -0.108 -0.322 0.990
C -0.837 0.165 -1.001
C 1.357 -0.252 0.545
N -0.556 -1.585 1.374
C 0.466 0.685 -1.463
C 1.547 0.531 -0.635
C 2.312 -0.910 1.223
N -0.566 0.688 1.684
O -0.642 -0.988 -1.495
H -1.469 -1.557 1.804
H -0.422 -2.310 0.686
H -0.082 1.552 1.457
H 0.469 1.357 -2.309
H 2.480 1.055 -0.802
H -2.953 0.352 -0.873
H -2.233 1.153 -2.268
H -2.052 1.889 -0.669
H 2.062 -1.500 2.089
H 3.329 -0.947 0.868
*
```

These are the Löwdin partial charges, in e, on atoms 1 to 4: -0.001, -0.501, -0.451, -0.274

=====

No. 5
# C18H11N5PtS2

C18H11N5PtS2 as an isolated structure (ωB97M-V/def2-TZVPD, OMol25).

Computed properties:
Molecular weight, g/mol: 556.5
DFT total energy, eV: -51213.300
Gap between HOMO and LUMO, eV: 6.77
LUMO level, Ha: -0.01683
Relative energy (zero: lowest compared OMol25 entry of this formula, charge and spin), kcal per mole: 9.5

The geometry in ORCA input format:
```
! wB97M-V def2-TZVPD RIJCOSX def2/J DEFGRID3
* xyz 0 1
Pt 0.902 -0.066 -0.403
N -0.465 -0.284 -3.480
C 0.245 -1.409 -3.098
C 0.443 -2.373 -4.101
C 1.179 -3.496 -3.831
C 1.716 -3.661 -2.555
C 1.476 -2.686 -1.625
N 0.752 -1.568 -1.878
C -0.954 0.834 -2.820
C -1.898 1.615 -3.496
C -2.445 2.698 -2.850
C -2.059 2.980 -1.544
C -1.115 2.173 -0.956
N -0.554 1.127 -1.590
H -0.776 -0.337 -4.435
H 0.015 -2.212 -5.082
H 1.337 -4.239 -4.602
H 2.302 -4.527 -2.289
H 1.848 -2.764 -0.614
H -2.199 1.354 -4.502
H -3.179 3.313 -3.354
H -2.479 3.810 -0.996
H -0.755 2.344 0.049
S 1.484 1.559 1.054
C 0.949 0.949 2.607
C 0.938 1.785 3.720
C 0.543 1.309 4.961
C 0.523 2.203 6.084
N 0.517 2.938 6.967
C 0.158 -0.035 5.097
C 0.185 -0.871 3.993
C 0.576 -0.390 2.745
S 0.576 -1.467 1.367
C -0.277 -0.552 6.364
N -0.636 -0.968 7.373
H 1.236 2.820 3.618
H -0.110 -1.907 4.102
*
```

These are the Löwdin partial charges, in e, on atoms 1 to 4: 0.593, 0.132, -0.276, -0.007

=====

No. 6
# C34H63F7LiO27P

C34H63F7LiO27P as an isolated structure (ωB97M-V/def2-TZVPD, OMol25).

Computed properties:
Molecular weight, g/mol: 1074.8
DFT total energy, eV: -120078.028
Gap between HOMO and LUMO, eV: 7.46
LUMO level, Ha: -0.10176

The geometry in ORCA input format:
```
! wB97M-V def2-TZVPD RIJCOSX def2/J DEFGRID3
* xyz 0 1
Li 0.842 -4.572 -1.198
P 0.149 0.239 -0.932
F -1.295 0.692 -0.414
F -0.006 1.373 -2.140
F 0.714 1.511 -0.139
F 1.588 -0.254 -1.305
F 0.096 -0.835 0.313
F -0.556 -0.885 -1.925
C 8.712 3.806 -2.661
C 7.281 3.546 -2.970
O 7.369 2.643 -4.048
C 8.555 2.512 -4.449
O 8.884 1.664 -5.290
O 9.349 3.341 -3.862
H 8.805 3.236 -1.737
H 8.767 4.895 -2.640
H 6.826 4.433 -3.411
H 6.643 3.284 -2.126
C -2.672 -12.130 -3.307
C -2.338 -10.770 -2.684
O -3.495 -9.987 -2.766
C -3.406 -8.754 -2.460
O -2.349 -8.080 -2.573
O -4.715 -8.242 -2.279
C -4.987 -6.868 -2.103
H -3.138 -12.188 -4.290
H -3.222 -12.755 -2.603
H -1.641 -12.478 -3.378
H -1.567 -10.355 -3.334
H -1.983 -10.878 -1.660
H -5.632 -6.738 -1.234
H -5.308 -6.425 -3.045
H -4.036 -6.410 -1.830
C -3.428 6.204 3.633
C -4.953 6.319 3.585
O -5.608 5.158 3.903
C -6.849 4.815 3.462
O -7.527 5.511 2.750
O -7.164 3.653 3.949
C -8.295 2.963 3.639
H -3.039 5.588 2.823
H -2.909 5.687 4.440
H -2.910 7.159 3.540
H -5.263 6.815 2.665
H -5.285 7.182 4.163
H -7.973 2.098 3.059
H -8.962 3.545 3.002
H -8.704 2.532 4.553
C 4.008 -1.830 -8.073
C 4.020 -2.496 -6.739
O 5.226 -3.304 -6.701
C 5.459 -4.013 -5.607
O 4.649 -4.192 -4.678
O 6.646 -4.517 -5.769
C 7.513 -4.937 -4.682
H 4.924 -1.332 -8.392
H 3.119 -1.200 -8.091
H 3.772 -2.677 -8.716
H 3.137 -3.111 -6.562
H 4.085 -1.685 -6.013
H 8.568 -4.746 -4.877
H 7.333 -5.987 -4.449
H 7.225 -4.347 -3.812
C -7.059 4.565 -3.932
C -6.046 5.695 -4.231
O -6.654 6.776 -5.003
C -7.527 7.656 -4.441
O -7.885 7.723 -3.294
O -8.036 8.403 -5.549
C -8.990 9.434 -5.263
H -7.423 4.173 -4.882
H -7.963 4.762 -3.356
H -6.567 3.755 -3.394
H -5.185 5.282 -4.756
H -5.678 6.060 -3.272
H -8.582 10.439 -5.153
H -9.690 9.188 -4.464
H -9.671 9.382 -6.112
C 2.394 10.017 -2.044
C 3.618 9.044 -2.331
O 4.527 9.880 -2.989
C 5.713 10.216 -2.513
O 6.115 9.934 -1.391
O 6.251 11.074 -3.286
C 7.656 11.357 -3.258
H 2.123 10.499 -2.983
H 2.644 10.877 -1.423
H 1.649 9.391 -1.552
H 3.439 8.310 -3.117
H 4.158 8.588 -1.501
H 7.788 12.294 -2.717
H 7.904 11.540 -4.304
H 8.240 10.512 -2.894
C -6.415 -6.021 10.336
C -6.780 -4.680 9.635
O -5.691 -4.234 8.834
C -5.595 -2.994 8.473
O -6.157 -2.012 8.942
O -4.482 -2.847 7.785
C -3.993 -1.616 7.284
H -5.867 -5.946 11.275
H -5.933 -6.767 9.704
H -7.329 -6.514 10.668
H -7.128 -3.961 10.377
H -7.604 -4.844 8.940
H -4.817 -0.918 7.144
H -3.534 -1.585 6.296
H -3.244 -1.310 8.015
C 4.029 -9.438 0.337
C 4.994 -8.920 1.274
O 4.366 -8.651 2.507
C 3.442 -7.667 2.686
O 3.379 -6.745 1.843
O 2.694 -7.887 3.857
C 1.761 -6.857 4.165
H 3.313 -8.676 0.027
H 3.502 -10.295 0.755
H 4.441 -9.753 -0.622
H 5.514 -7.999 1.008
H 5.697 -9.742 1.414
H 2.267 -5.893 4.113
H 1.554 -6.937 5.232
H 0.828 -6.964 3.611
C 4.214 1.660 5.814
C 5.230 0.808 5.122
O 5.295 -0.277 6.046
C 4.995 0.136 7.277
O 5.166 -0.501 8.280
O 4.370 1.364 7.200
F 6.465 1.456 5.201
H 3.227 1.442 5.406
H 4.406 2.704 5.564
H 5.109 0.625 4.055
*
```

These are the Löwdin partial charges, in e, on atoms 1 to 4: 0.963, 0.130, -0.176, -0.207

=====

No. 7
# BaH18O9

BaH18O9 as an isolated structure (ωB97M-V/def2-TZVPD, OMol25).

Computed properties:
Molecular weight, g/mol: 299.5
DFT total energy, eV: -19385.459
Gap between HOMO and LUMO (spin up / spin down), eV: 12.81 / 3.27
LUMO level (spin up / spin down), Ha: -0.35134 / -0.68003
Relative energy (zero: lowest compared OMol25 entry of this formula, charge and spin), kcal per mole: 4.2

The geometry in ORCA input format:
```
! wB97M-V def2-TZVPD RIJCOSX def2/J DEFGRID3
* xyz 3 2
Ba 0.040 0.042 0.010
O 2.381 -0.676 -1.331
H 2.754 -1.554 -1.248
H 2.551 -0.428 -2.240
O -0.076 -2.387 1.130
H -0.019 -3.324 0.947
H 0.054 -2.318 2.076
O -1.677 2.283 0.642
H -1.739 3.218 0.446
H -2.459 2.094 1.159
O -0.850 0.395 2.589
H -1.795 0.534 2.521
H -0.622 0.720 3.460
O -2.646 -0.762 -0.409
H -3.307 -0.259 0.067
H -3.043 -0.930 -1.264
O -0.180 1.138 -2.378
H -0.062 0.650 -3.193
H -0.217 2.055 -2.651
O 2.341 -0.510 1.415
H 3.229 -0.392 1.076
H 2.465 -0.783 2.324
O -0.578 -2.134 -1.918
H -1.328 -2.664 -2.189
H 0.174 -2.547 -2.342
O 1.531 2.492 0.270
H 1.172 3.307 -0.079
H 1.908 2.738 1.114
*
```

These are the Löwdin partial charges, in e, on atoms 1 to 4: 2.191, -0.136, 0.073, 0.079